29
Properties=species:S:1:pos:R:3:forces:R:3:mulliken_charge:R:1 method="wB97M-V/def2-TZVPD" charge=-1 total_energy_ha=-2828.682174 homo_lumo_gap_ev=6.4 de_lowest_ev=12.147 lumo_ev=1.2 e_homo_ev=-5.2
K 0.4185 0.2156 -0.3841 6.81 -3.05 -1.55 0.475
C 0.7904 -3.3921 -0.2212 -5.11 -1.16 1.92 0.552
F 1.0111 -4.6495 0.1984 0.46 0.93 -0.63 -0.227
F 1.9053 -2.7045 -0.2104 1.27 -6.92 -4.01 -0.308
F 0.1747 -3.4672 -1.4393 1.62 0.45 0.74 -0.226
S -0.4147 -2.5181 1.0515 -2.28 -1.96 4.36 1.064
O 0.1538 -2.8726 2.4128 0.03 1.12 -3.70 -0.704
O -0.5665 -1.1065 0.7586 -0.95 -4.37 2.56 -0.451
O -1.6806 -3.1833 0.8238 0.84 -0.71 -0.77 -0.681
C -1.7222 2.1209 -0.0317 -1.79 1.73 2.21 0.584
F -0.8124 3.1481 0.0831 -0.68 -0.85 -0.79 -0.258
F -2.2046 2.0296 -1.2638 -0.59 1.94 1.18 -0.198
F -1.0661 1.0179 0.3615 -7.14 4.60 3.20 -0.161
S -3.1739 2.3746 1.1772 -3.74 0.08 2.64 1.159
O -4.0946 3.3183 0.5185 1.96 -0.01 -0.16 -0.697
O -3.8916 1.0998 1.3510 1.80 0.22 -1.02 -0.670
O -2.6235 2.8206 2.4748 0.59 -0.06 -2.15 -0.673
O 2.9772 1.4195 0.6393 0.82 1.75 0.22 -0.611
H 2.3493 0.7144 0.4818 0.55 -0.10 0.04 0.554
H 3.5683 1.0700 1.3062 0.11 0.05 0.15 0.230
O 2.0633 -0.8219 0.5166 3.07 1.50 3.05 -0.573
H 2.4992 -0.8774 1.3670 -0.03 -0.12 0.47 0.213
H 2.2413 -1.6653 0.1003 0.86 2.86 0.86 0.422
O 1.4237 1.5781 -1.4864 2.10 3.68 -3.41 -0.371
H 1.7345 2.3931 -1.8807 0.34 0.48 -0.06 0.204
H 1.9206 0.8915 -1.9313 0.59 -0.04 -0.25 0.295
O -0.9934 0.4759 -1.8885 -1.01 -2.14 -4.66 -0.451
H -1.5528 -0.1970 -2.2765 -0.55 -0.17 -0.08 0.208
H -0.4342 0.7676 -2.6085 0.05 0.27 -0.38 0.301